Formula: C21H36N9O2SYb
Source: the OMol25 dataset
Level of theory: the ωB97M-V functional and the def2-TZVPD basis

Properties
Net charge   +2
Kohn-Sham gap (alpha / beta)   8.334 / 8.060 eV
<S²>   0.75
2S+1   2
Relative energy (zero: lowest compared OMol25 entry of this formula, charge and spin)   3.6 kJ/mol
LUMO (alpha / beta)   -5.74 / -6.01 eV
Total energy   -3021.60874 Eh

Geometry (Å):
H (-0.98356, 3.77574, 1.99242)
H (-1.41335, -1.77685, -2.78856)
N (0.61074, -0.98898, 1.94111)
H (-0.34797, 2.86617, 3.34585)
N (-2.45575, 0.14646, -0.98746)
C (-1.77466, -4.33801, -2.38504)
H (2.54988, 1.53763, -2.08657)
C (-2.83614, 1.45616, -1.60257)
H (0.01746, -5.22900, 0.28551)
C (5.33896, -0.34697, -1.81780)
H (2.41960, 1.77180, 0.86838)
C (5.61150, -2.31881, -0.33118)
H (-2.66760, -0.57189, -1.67437)
H (-3.10239, -0.01781, -0.22231)
H (-0.55747, 0.79479, 3.91025)
C (-0.50074, 1.51371, -2.13026)
N (6.18201, -3.19811, 0.13765)
H (6.34583, -0.45229, -2.19836)
H (-2.80736, 2.21108, -0.81908)
N (1.57076, 1.62021, 1.40371)
N (0.87928, -4.51748, -1.49175)
H (1.30975, -3.23988, 0.07094)
C (4.50386, 0.66708, -2.25502)
C (1.04990, -3.17958, -0.99217)
H (1.36072, -3.98443, -3.46493)
H (-2.21612, -2.51576, -0.56138)
S (-1.43953, 1.45880, 1.77576)
H (-1.37715, -1.58689, 2.17977)
C (-1.18614, 0.30039, 3.17535)
C (0.54135, -4.45467, -2.91839)
C (3.53898, -1.07304, -0.41545)
H (-0.44395, -1.62596, 3.67632)
H (2.67989, -0.95379, 2.22309)
C (-0.62416, -1.05123, 2.76209)
H (-3.84384, 1.42352, -2.01557)
H (-1.99540, 1.23969, -3.61366)
C (3.21961, 0.75577, -1.75018)
H (0.31304, -1.86768, -3.15249)
H (2.98635, 1.24766, 2.95301)
H (-1.04034, -3.13403, 0.62097)
C (4.84179, -1.23732, -0.86818)
C (-0.50260, -2.35105, -2.61800)
H (0.40282, -5.46576, -3.29803)
C (-0.22521, -5.16267, -0.77738)
H (0.81016, -1.96154, 1.71867)
Yb (0.21402, 0.18506, -0.34314)
C (-1.84376, 1.83229, -2.71364)
H (-0.36358, -6.17045, -1.16540)
H (1.77263, -0.86882, 3.72274)
H (1.85986, -2.69809, -1.54217)
O (-0.08852, 2.14564, -1.10764)
H (-2.16032, 0.14352, 3.63518)
H (-2.70000, -3.77700, -2.53289)
H (1.34006, 1.44637, 3.47912)
C (1.95273, 1.01158, 2.69414)
C (-1.28343, -3.07248, -0.44469)
C (-0.41183, 2.88911, 2.26003)
C (1.80002, -0.51247, 2.68893)
N (2.72718, -0.10225, -0.83917)
H (4.84661, 1.38325, -2.98835)
H (1.59856, 3.60841, 2.17791)
H (-1.93609, 2.89147, -2.94647)
H (-1.91443, -5.34822, -2.76635)
N (-0.68786, -3.68698, -3.11736)
C (0.95634, 2.95374, 1.58083)
H (0.84479, 3.39486, 0.59471)
H (3.15224, -1.76986, 0.31646)
O (0.10257, 0.45041, -2.45578)
N (-0.18000, -2.32117, -1.13657)
N (-1.46717, -4.40527, -0.95233)

***

Formula: C21H37Br2LaN5O5P2S4Sb
Source: the OMol25 dataset
Level of theory: the ωB97M-V functional and the def2-TZVPD basis

Properties
Net charge   -2
Kohn-Sham gap   3.440 eV
Relative energy (zero: lowest compared OMol25 entry of this formula, charge and spin)   82.3 kJ/mol
LUMO   3.04 eV
Total energy   -9168.10410 Eh

Geometry (Å):
C (-2.23574, -2.95587, 5.20973)
H (6.06167, 0.92910, -2.25418)
N (-0.09371, 0.42245, -3.55681)
H (-2.28874, -4.93214, 4.21394)
P (0.01099, 1.35624, -2.22727)
N (4.07362, 1.63278, -1.93523)
La (0.21614, -1.20194, 0.62889)
H (-1.73864, 0.72707, -4.85586)
H (2.09643, 1.82871, 2.20369)
S (5.14935, -3.99891, 0.61184)
H (-0.40139, -0.01554, -5.54759)
H (2.60354, 4.59375, 0.21891)
H (-1.24695, -4.09010, 2.18814)
S (2.82868, -5.56152, 3.27281)
C (-4.00819, -1.88737, 0.57048)
H (0.79413, -1.10950, -2.51670)
C (1.86603, 3.71213, 0.18797)
N (-1.00896, -2.15547, 2.86547)
C (-2.16982, 2.71740, -1.55786)
Sb (3.09318, -3.93317, 1.63632)
C (-0.53003, 3.94160, -2.94235)
H (-3.99352, -4.05450, -1.37546)
C (2.94577, 2.00046, 1.54617)
O (2.48689, -0.03763, -0.76093)
H (-4.00045, -0.80074, 0.69930)
N (2.45748, 2.39180, 0.21594)
H (-3.95339, -2.01613, -2.44145)
H (-2.94621, 2.05423, -2.07768)
H (-5.03733, -2.23752, 0.30944)
C (-0.66283, 0.77047, -4.85882)
H (1.15657, 3.88082, 1.01905)
H (-1.07959, 3.99734, -3.89111)
C (-1.38875, -3.38700, 3.03763)
H (-2.18320, -1.61018, -2.45197)
C (-1.27147, 1.10513, 4.54926)
H (4.99797, -0.25225, -1.49954)
C (4.63665, 2.97776, -2.14755)
S (2.62387, -1.88379, 2.71937)
O (-0.24779, 0.58669, -0.96942)
H (-0.34641, 1.73095, -5.28270)
H (-0.20943, -1.63494, -3.79067)
C (5.02183, 0.51600, -2.24481)
P (2.69402, 1.39112, -1.05677)
H (0.58826, 4.01387, -3.00712)
H (-2.13113, 2.27062, -0.55728)
H (1.30449, 3.88201, -0.74104)
C (-1.65637, 0.66045, 5.79079)
O (-0.39330, 0.44616, 2.41660)
C (-3.00519, -2.23333, -0.49216)
N (-0.85999, 2.71697, -2.19304)
H (1.47092, -0.94674, -4.11966)
O (1.57327, 1.85493, -2.21279)
C (-1.88640, -0.68637, 6.02872)
C (-1.19880, -1.24716, 3.81616)
C (-0.95446, 0.17625, 3.49898)
H (-3.70325, -2.33434, 1.53588)
H (-2.93370, -3.19170, 6.01393)
Br (-0.97932, 2.93428, 4.33660)
C (-3.09757, -3.77335, -0.77199)
H (3.44226, 0.99874, 1.45566)
C (0.54602, -0.87989, -3.53200)
S (1.33952, -4.20214, 0.05910)
H (-2.53544, 3.75774, -1.52023)
C (-2.00126, -3.87293, 4.20117)
H (4.79066, 0.17916, -3.27885)
Br (-2.38801, -1.00307, 7.86075)
H (5.22001, 3.06520, -3.07481)
H (3.83409, 3.72243, -2.19475)
H (-3.43122, -0.51926, -1.80566)
H (-2.18156, -3.94292, -1.35424)
H (-1.91218, 1.41252, 6.60995)
C (-3.13406, -1.58525, -1.84277)
O (-1.61168, -1.98925, -0.07922)
H (5.30162, 3.35276, -1.33411)
H (-0.82563, 4.72534, -2.25696)
H (3.66277, 2.75544, 1.90277)
C (-1.83170, -1.64680, 5.03728)
H (-3.19395, -4.37817, 0.14272)